# 1
# C39H35FeN9O3Se

A molecular structure, C39H35FeN9O3Se (ωB97M-V/def2-TZVPD, OMol25).

XYZ file:
```
88
Properties=species:S:1:pos:R:3:lowdin_charge:R:1
Fe 0.3078 0.7197 -1.0029 0.36
C 3.2050 3.6579 0.1339 -0.07
O 2.3692 2.5533 0.3832 -0.15
C 2.4091 1.9531 1.5988 -0.22
C 3.3126 2.3108 2.5911 -0.02
C 3.2476 1.7706 3.8656 -0.09
C 2.2500 0.8583 4.1647 -0.09
C 1.3663 0.4713 3.1856 -0.01
C 1.4187 0.9702 1.8707 -0.17
N 0.4996 0.5243 0.9467 0.02
N -0.2818 -0.4098 1.4397 0.09
C -1.4177 -0.9039 1.0003 -0.20
C -2.0732 -0.4288 -0.1969 -0.31
O -1.5259 0.5228 -0.8700 -0.06
C -3.2713 -1.0398 -0.6031 0.02
C -3.8326 -2.0751 0.0990 -0.01
C -3.2357 -2.5574 1.2830 -0.19
C -3.8044 -3.6111 2.0256 -0.04
C -3.2200 -4.0646 3.1785 -0.09
C -2.0254 -3.4910 3.6283 -0.08
C -1.4489 -2.4609 2.9271 -0.04
C -2.0306 -1.9663 1.7485 -0.11
H 3.2080 4.3652 0.9704 0.10
H 2.7942 4.1395 -0.7536 0.07
H 4.2320 3.3417 -0.0757 0.10
H 4.0830 3.0370 2.3855 0.10
H 3.9534 2.0882 4.6193 0.10
H 2.1552 0.4451 5.1571 0.10
H 0.5757 -0.2242 3.4118 0.08
H -3.7240 -0.6683 -1.5093 0.12
H -4.7448 -2.5320 -0.2508 0.12
H -4.7248 -4.0497 1.6669 0.11
H -3.6755 -4.8694 3.7371 0.10
H -1.5589 -3.8637 4.5283 0.10
H -0.5240 -2.0196 3.2666 0.09
C -0.2582 3.5431 0.1485 -0.14
N -0.0655 2.5930 -0.9304 -0.03
C -0.4618 2.9474 -2.1027 -0.08
C -0.3384 2.0524 -3.1662 -0.34
C -0.5354 2.1348 -4.5558 -0.06
C -0.1062 0.9206 -5.0738 -0.11
C 0.3186 0.1485 -3.9893 -0.16
N 0.1763 0.8356 -2.8606 -0.07
C -1.6985 3.6622 0.5892 -0.19
C -2.2937 2.5934 1.2455 -0.03
C -3.5986 2.6767 1.6927 -0.07
C -4.3126 3.8526 1.5257 -0.10
C -3.7227 4.9266 0.8831 -0.09
C -2.4278 4.8282 0.3991 -0.05
H 0.1085 4.5269 -0.1708 0.12
H 0.3234 3.2126 1.0080 0.11
H -0.8549 3.9479 -2.2866 0.14
H -0.9426 2.9672 -5.0949 0.09
H -0.0754 0.6269 -6.1047 0.08
H 0.7183 -0.8495 -3.9956 0.09
H -1.7153 1.7048 1.4260 0.09
H -4.0532 1.8310 2.1847 0.10
H -5.3227 3.9366 1.8978 0.10
H -4.2684 5.8540 0.7717 0.10
H -1.9798 5.6796 -0.0986 0.11
Se 3.6008 3.3147 -3.5967 1.16
N 4.8881 2.1779 -3.0991 -0.24
C 4.3520 1.2584 -2.3076 -0.39
C 5.0286 0.1939 -1.7162 0.01
C 4.2981 -0.6375 -0.8742 -0.03
C 2.9568 -0.4123 -0.6597 -0.09
N 2.2564 0.5798 -1.2448 0.05
C 2.9271 1.4149 -2.0479 -0.42
N 2.3565 2.4500 -2.6340 -0.18
H 6.0767 0.0416 -1.9129 0.12
H 4.7758 -1.4697 -0.3836 0.11
H 2.4018 -1.0569 0.0056 0.11
N 0.3902 -1.1492 -1.2213 0.18
C -0.0064 -2.2226 -1.0366 -0.16
N -0.2918 -3.4622 -0.8237 -0.06
C 0.1551 -4.1350 0.3868 -0.09
C 0.7253 -5.5018 -0.0076 -0.18
O -0.2136 -6.2446 -0.7507 -0.12
C -0.5754 -5.5777 -1.9372 -0.18
C -1.2275 -4.2245 -1.6291 -0.09
H -0.6982 -4.2723 1.0620 0.12
H 0.9111 -3.5268 0.8845 0.14
H 0.9508 -6.0920 0.8828 0.13
H 1.6466 -5.3651 -0.5955 0.13
H -1.2716 -6.2358 -2.4584 0.13
H 0.3146 -5.4236 -2.5664 0.13
H -2.1528 -4.3831 -1.0619 0.13
H -1.4567 -3.6839 -2.5468 0.14
```

Computed properties:
HOMO energy in eV: -6.57
Relative energy (zero: lowest compared OMol25 entry of this formula, charge and spin) in kJ/mol: 204.8
Multiplicity: 1
E_tot in eV: -160295.015
Net charge: 0
LUMO level in Eh: -0.049
Frontier orbital gap in eV: 5.236

***

# 2
# C39H35N2O6

3 unconnected molecules or ions with the total composition C39H35N2O6 (ωB97M-V/def2-TZVPD, OMol25).

XYZ file:
```
82
Properties=species:S:1:pos:R:3:lowdin_charge:R:1
C -4.9912 -5.3545 0.4216 -0.11
C -4.0454 -6.0831 -0.5569 -0.22
C -2.6995 -6.5834 0.0666 -0.15
C -2.4439 -6.1379 1.4985 -0.14
O -1.0113 -6.2794 1.8468 0.01
C -0.8140 -5.6054 2.9943 -0.24
C -1.0399 -6.2715 4.2001 0.09
C -0.8514 -5.5046 5.3312 0.05
C -0.4591 -4.1731 5.0841 -0.06
N -0.2237 -3.5934 3.9449 0.20
N -0.4108 -4.3455 2.8824 -0.04
O -0.2337 -3.8126 1.6619 0.01
C 1.0709 -3.1825 1.4888 -0.13
C 0.9269 -1.6776 1.2052 -0.21
C -0.1407 -0.9907 2.0838 -0.09
H -5.1843 -5.9429 1.3261 0.08
H -4.4731 -4.4494 0.7723 0.07
H -5.9125 -5.0023 -0.0432 0.08
H -3.7829 -5.3603 -1.3342 0.11
H -4.5763 -6.9484 -0.9571 0.11
H -2.7514 -7.6789 0.0891 0.12
H -1.8696 -6.3404 -0.6026 0.12
H -2.7065 -5.0920 1.6908 0.12
H -3.0252 -6.7849 2.1679 0.14
H -1.3682 -7.3010 4.2559 0.15
H -1.0247 -5.9064 6.3213 0.13
H -0.3321 -3.5371 5.9592 0.14
H 1.7839 -3.4089 2.2848 0.13
H 1.4838 -3.6224 0.5736 0.12
H 1.8931 -1.1748 1.3165 0.11
H 0.6233 -1.5512 0.1585 0.11
H -1.1153 -1.4758 1.9876 0.07
H -0.2469 0.0659 1.8306 0.06
H 0.1904 -1.0751 3.1244 0.07
C 2.6866 4.2388 -5.6639 -0.05
C 1.7424 3.7360 -6.5534 -0.05
C 1.2598 2.4466 -6.4009 0.00
C 1.7277 1.6492 -5.3645 -0.08
C 2.6935 2.1462 -4.4846 -0.08
C 3.1618 3.4463 -4.6325 0.00
C 3.2421 1.2937 -3.3989 -0.28
O 4.0785 1.7240 -2.6296 0.09
C 2.7492 -0.1069 -3.2752 -0.08
C 3.2883 -0.9365 -2.2990 0.00
C 2.8298 -2.2367 -2.1664 -0.08
C 1.8236 -2.7115 -3.0032 -0.06
C 1.2859 -1.8893 -3.9791 0.00
C 1.7525 -0.5889 -4.1243 -0.08
C 1.1880 0.2734 -5.2017 -0.28
O 0.3118 -0.1438 -5.9287 0.11
H 3.0553 5.2495 -5.7802 0.11
H 1.3817 4.3533 -7.3658 0.11
H 0.5220 2.0583 -7.0899 0.12
H 3.9001 3.8361 -3.9446 0.12
H 4.0689 -0.5666 -1.6470 0.12
H 3.2556 -2.8852 -1.4098 0.10
H 1.4624 -3.7268 -2.8953 0.10
H 0.5069 -2.2588 -4.6324 0.12
C -1.9450 8.8017 2.3141 -0.05
C -2.5596 7.9640 3.2394 -0.05
C -2.1698 6.6394 3.3444 0.00
C -1.1708 6.1424 2.5164 -0.08
C -0.5700 6.9780 1.5711 -0.08
C -0.9533 8.3103 1.4816 0.00
C 0.4678 6.4535 0.6423 -0.28
O 0.9937 7.1771 -0.1765 0.11
C 0.8413 5.0142 0.7348 -0.08
C 1.7668 4.4896 -0.1600 0.01
C 2.1310 3.1564 -0.0751 -0.04
C 1.5803 2.3432 0.9090 -0.06
C 0.6535 2.8594 1.7985 -0.01
C 0.2737 4.1924 1.7099 -0.08
C -0.7496 4.7227 2.6520 -0.28
O -1.2321 4.0079 3.5078 0.10
H -2.2452 9.8388 2.2400 0.11
H -3.3427 8.3476 3.8805 0.11
H -2.6443 5.9899 4.0675 0.12
H -0.4794 8.9605 0.7588 0.12
H 2.1983 5.1221 -0.9241 0.12
H 2.8473 2.7433 -0.7732 0.09
H 1.8731 1.3024 0.9762 0.09
H 0.2220 2.2244 2.5610 0.11
```

Computed properties:
HOMO energy in eV: -11.11
Multiplicity: 1
E_tot in eV: -56267.393
Net charge: +1
LUMO level in Eh: -0.174
Frontier orbital gap in eV: 6.373

***

# 3
# C39H35N9O2S2Ti

A molecular structure, C39H35N9O2S2Ti (ωB97M-V/def2-TZVPD, OMol25).

XYZ file:
```
88
Properties=species:S:1:pos:R:3:lowdin_spin:R:1
Ti -0.5142 -0.1106 -0.3938 0.91
C -1.7115 -3.8252 1.5761 0.00
O -0.7699 -2.8785 1.0974 0.01
C 0.2139 -2.4887 1.9660 0.00
C 0.2534 -2.8386 3.3061 0.00
C 1.3103 -2.4021 4.1010 0.00
C 2.3294 -1.6356 3.5615 0.00
C 2.2928 -1.2992 2.2164 0.00
C 1.2409 -1.7146 1.4187 0.00
N 1.1489 -1.3239 0.0488 -0.03
N 2.2565 -1.4337 -0.5590 0.02
C 2.4218 -1.0353 -1.8357 0.00
C 1.4137 -0.4294 -2.6166 0.02
O 0.2526 -0.1329 -2.1177 0.00
C 1.6719 -0.1078 -3.9761 0.00
C 2.8978 -0.3231 -4.5075 0.02
C 3.9699 -0.8824 -3.7435 0.00
C 5.2478 -1.0596 -4.3065 0.00
C 6.2707 -1.5868 -3.5623 0.00
C 6.0364 -1.9594 -2.2300 0.00
C 4.7960 -1.8006 -1.6618 0.00
C 3.7387 -1.2515 -2.4064 0.00
H -1.2163 -4.7579 1.8527 0.00
H -2.2657 -3.4384 2.4342 0.00
H -2.4012 -4.0111 0.7559 0.00
H -0.5159 -3.4580 3.7433 0.00
H 1.3326 -2.6780 5.1462 0.00
H 3.1487 -1.3012 4.1822 0.00
H 3.0625 -0.6900 1.7600 0.00
H 0.8736 0.3602 -4.5353 0.00
H 3.0902 -0.0510 -5.5382 0.00
H 5.4082 -0.7698 -5.3374 0.00
H 7.2515 -1.7197 -3.9967 0.00
H 6.8437 -2.3755 -1.6422 0.00
H 4.6230 -2.0910 -0.6358 0.00
C 4.8363 2.8838 -0.0436 0.00
C 4.2605 1.8605 -1.0128 0.00
N 3.0075 2.2838 -1.6165 0.00
C 1.8123 2.2557 -0.9757 0.00
S 0.4441 2.9407 -1.7345 0.02
N 1.8334 1.7010 0.2400 -0.01
N 0.6279 1.3534 0.7295 -0.01
C 0.4117 1.5284 1.9925 0.02
C 1.3903 2.2601 2.8460 0.00
C -0.8519 0.9640 2.4783 0.00
C -1.4291 1.2994 3.6992 0.00
C -2.6535 0.7614 4.0448 0.00
C -3.2917 -0.1042 3.1659 0.00
C -2.6592 -0.3948 1.9758 0.00
N -1.4694 0.1077 1.6400 0.00
H 5.7739 2.5194 0.3772 0.00
H 5.0340 3.8308 -0.5460 0.00
H 4.1348 3.0642 0.7700 0.00
H 4.9624 1.6587 -1.8242 0.00
H 4.0794 0.9167 -0.4972 0.00
H 3.0369 2.8778 -2.4284 0.00
H 1.5515 3.2611 2.4423 0.00
H 1.0774 2.3300 3.8837 0.00
H 2.3534 1.7476 2.7991 0.00
H -0.9332 1.9925 4.3618 0.00
H -3.1154 1.0226 4.9873 0.00
H -4.2549 -0.5359 3.3941 0.00
H -3.1154 -1.0561 1.2478 0.00
N -4.5302 1.3129 -1.3414 0.00
C -4.9234 2.0627 -0.1970 0.00
C -6.2295 2.0267 0.2588 0.00
C -6.5722 2.7315 1.4044 0.00
C -5.6054 3.4349 2.1076 0.00
C -4.2898 3.4388 1.6615 0.00
C -3.9533 2.7727 0.4936 0.00
S -2.3169 2.8663 -0.1819 0.00
N -2.2437 1.2748 -0.8138 0.00
C -3.2829 0.7532 -1.3512 0.00
C -3.1225 -0.6066 -1.9402 0.00
C -3.8519 -1.0506 -3.0279 0.00
C -3.6070 -2.3300 -3.5060 0.00
C -2.6486 -3.1134 -2.8823 0.00
C -1.9478 -2.5822 -1.8125 0.01
N -2.1804 -1.3533 -1.3484 0.00
H -5.2631 0.7428 -1.7340 0.00
H -6.9791 1.4628 -0.2835 0.00
H -7.5968 2.7240 1.7480 0.00
H -5.8732 3.9827 2.9998 0.00
H -3.5245 3.9809 2.2017 0.00
H -4.5670 -0.4036 -3.5173 0.00
H -4.1497 -2.7060 -4.3624 0.00
H -2.4314 -4.1130 -3.2285 0.00
H -1.1666 -3.1383 -1.3073 0.00
```

Computed properties:
HOMO energy (alpha / beta) in eV: -9.34 / -9.33
Relative energy (zero: lowest compared OMol25 entry of this formula, charge and spin) in kJ/mol: 64.7
Multiplicity: 2
E_tot in eV: -103300.727
Net charge: +1
LUMO level (alpha / beta) in Eh: -0.120 / -0.124
Frontier orbital gap (alpha / beta) in eV: 6.070 / 5.946

***

# 4
# C39H36ClIIrNO2P2

A molecular structure, C39H36ClIIrNO2P2 (ωB97M-V/def2-TZVPD, OMol25).

XYZ file:
```
83
Properties=species:S:1:pos:R:3:lowdin_spin:R:1
Ir -0.2415 -0.0839 0.7950 2.14
Cl -4.4918 4.3653 4.2521 0.11
C -3.4933 3.6841 3.0680 0.21
C -3.2911 4.3639 1.8779 -0.02
C -2.4897 3.8439 0.8781 0.17
I -2.1815 4.8719 -0.8758 0.07
C -1.8556 2.5630 1.0473 0.11
O -1.1420 2.0249 0.1730 0.32
C -2.0632 1.8715 2.3154 0.07
N -1.4234 0.6911 2.4557 0.11
C -1.5552 0.0261 3.6018 0.04
C -2.3430 0.4880 4.6494 0.01
C -3.0086 1.6833 4.5129 0.03
C -2.8662 2.4100 3.3206 0.03
H -3.7737 5.3230 1.7394 0.00
H -1.0089 -0.9047 3.6905 0.01
H -2.4166 -0.0949 5.5568 0.00
H -3.6287 2.0669 5.3124 0.00
C -0.6470 -2.4949 -1.5428 0.02
C 0.8655 -2.4691 -1.2736 0.03
P 1.1420 -2.0865 0.5068 0.16
C 2.9091 -1.8754 0.7563 0.26
C 3.7424 -1.3113 -0.2491 0.06
C 5.0781 -1.1843 -0.0180 0.09
C 5.6235 -1.5891 1.2374 0.29
C 4.8018 -2.1124 2.2581 0.04
C 3.4654 -2.2412 2.0335 0.10
C 0.7178 -3.5903 1.3963 0.03
C -0.3844 -3.6171 2.2487 0.01
C -0.7410 -4.7967 2.8820 0.01
C 0.0078 -5.9479 2.6710 0.00
C 1.1081 -5.9261 1.8210 0.00
C 1.4646 -4.7535 1.1776 0.01
P -1.4418 -0.8783 -1.1762 0.15
C -3.1837 -1.2270 -0.8661 0.03
C -3.5982 -1.4821 0.4420 0.02
C -4.9158 -1.8173 0.7051 0.00
C -5.8284 -1.8941 -0.3392 0.00
C -5.4217 -1.6414 -1.6425 0.00
C -4.1023 -1.3080 -1.9102 0.01
C -1.3321 0.1218 -2.6622 0.02
C -0.4803 -0.2180 -3.7143 0.01
C -0.4118 0.5874 -4.8412 0.00
C -1.1923 1.7307 -4.9272 0.01
C -2.0439 2.0713 -3.8825 0.00
C -2.1098 1.2776 -2.7503 0.01
H -0.8592 -2.7996 -2.5673 0.00
H -1.1304 -3.2259 -0.8892 0.00
H 1.3510 -1.7054 -1.8837 0.00
H 1.3151 -3.4358 -1.5050 0.00
H 3.3250 -1.0107 -1.1996 0.00
H 5.7362 -0.7878 -0.7805 0.00
H 6.6882 -1.4819 1.4113 0.01
H 5.2375 -2.4048 3.2044 0.00
H 2.8151 -2.6425 2.8008 0.00
H -0.9710 -2.7181 2.4006 0.01
H -1.6017 -4.8232 3.5373 0.00
H -0.2699 -6.8688 3.1667 0.00
H 1.6841 -6.8272 1.6561 0.00
H 2.3158 -4.7486 0.5040 0.00
H -2.8853 -1.4243 1.2595 0.01
H -5.2356 -2.0206 1.7189 0.00
H -6.8594 -2.1518 -0.1357 0.00
H -6.1340 -1.7068 -2.4540 0.00
H -3.7914 -1.1113 -2.9290 0.00
H 0.1142 -1.1228 -3.6861 0.00
H 0.2361 0.3094 -5.6621 0.00
H -1.1486 2.3486 -5.8141 0.00
H -2.6687 2.9518 -3.9583 0.00
H -2.7871 1.5407 -1.9458 0.00
C 1.8189 3.2857 1.1669 0.00
C 1.8371 3.4536 -0.3621 0.00
C 1.6103 2.0417 -0.9152 0.01
O 1.5783 1.1483 0.2483 0.12
C 2.2264 1.8394 1.3500 0.02
H 0.8163 3.4440 1.5674 0.00
H 2.4957 3.9705 1.6734 0.00
H 2.8019 3.8353 -0.6913 0.00
H 1.0714 4.1452 -0.7045 0.00
H 2.4315 1.7141 -1.5527 0.00
H 0.6695 1.9233 -1.4438 0.00
H 3.3071 1.7088 1.2460 0.00
H 1.8962 1.3798 2.2817 0.01
```

Computed properties:
HOMO energy (alpha / beta) in eV: -14.71 / -16.21
Relative energy (zero: lowest compared OMol25 entry of this formula, charge and spin) in kJ/mol: 0.0
Multiplicity: 6
E_tot in eV: -88624.922
Net charge: +3
LUMO level (alpha / beta) in Eh: -0.310 / -0.454
Frontier orbital gap (alpha / beta) in eV: 6.281 / 3.842

***

- Look up the net charge of the second one.
  +1